No. 1
ORCA calculation (ωB97M-V with the def2-TZVPD basis set) on a structure of composition C5H8F3GaNO3S at a distorted geometry.

Positions of all 22 atoms, in Å:
O 2.49236 1.60387 0.01180
Ga 3.48470 0.97834 1.46648
N 2.94658 2.14859 3.02115
C 3.23015 3.26945 2.83622
S 3.32767 4.79914 2.27896
H 1.90250 0.93620 -0.33127
H 3.23426 -0.55491 1.82315
H 5.02230 1.34508 1.17634
C -3.41252 0.19165 -0.32309
C -3.21187 -1.26838 -0.67066
O -2.01961 -1.45535 -1.44772
C -0.88402 -1.50780 -0.75347
O -0.78513 -1.41705 0.42880
C 0.29489 -1.74740 -1.70373
F 0.21582 -0.97363 -2.79284
F 0.30986 -3.02427 -2.12459
F 1.44856 -1.49837 -1.11126
H -3.41123 0.80194 -1.22678
H -4.35986 0.33241 0.19730
H -2.60941 0.55662 0.31628
H -4.03210 -1.62302 -1.29277
H -3.18389 -1.89311 0.22170

Forces on the atoms, in the same order (eV/Å):
0.120 0.054 0.282
0.542 -0.368 -0.658
0.315 -0.951 0.606
-0.827 1.470 -1.150
0.405 -0.121 0.657
-0.159 -0.189 0.028
-0.219 0.083 0.075
-0.176 0.032 0.163
0.260 0.124 -0.008
-0.540 0.177 0.205
0.127 -0.158 -0.203
-0.554 0.028 0.041
0.265 -0.052 0.199
0.597 0.086 -0.396
-0.170 0.069 -0.010
-0.182 -0.116 0.096
-0.027 -0.012 0.211
-0.095 -0.040 -0.023
-0.012 -0.038 -0.012
-0.033 -0.056 0.064
0.157 -0.045 -0.171
0.208 0.024 0.008

LUMO: 2.49 eV
Kohn-Sham gap: 7.256 eV
charge: -1

***

No. 2
ORCA calculation (ωB97M-V with the def2-TZVPD basis set) on a structure of composition C28H23Cl2N8O2S2W at a distorted geometry.

Positions of all 66 atoms, in Å:
W 1.68670 -0.67596 0.41854
Cl 4.86074 -0.26655 -5.73450
C 3.70304 -0.60379 -4.50133
C 3.88313 -0.02782 -3.25239
C 2.96182 -0.29880 -2.24864
N 2.96036 0.18262 -0.92983
C 3.89119 1.08844 -0.47349
O 4.92521 1.41890 -0.99828
C 3.38337 1.77305 0.76449
C 4.04765 2.81423 1.36137
C 3.38831 3.52143 2.36232
C 2.09160 3.17601 2.68805
C 1.50229 2.09102 2.05629
N 2.15066 1.37955 1.13562
C 1.86338 -1.11732 -2.49747
C 1.70238 -1.70326 -3.74069
C 2.61956 -1.44204 -4.74507
Cl 2.38392 -2.17357 -6.28929
N 0.97538 -1.31355 -1.39778
C 0.51846 -2.68431 -1.38921
O 1.29022 -3.60244 -1.36259
C -0.96272 -2.94533 -1.49704
C -1.34912 -4.23217 -1.85351
C -2.69830 -4.50182 -2.00840
C -3.60587 -3.47990 -1.78895
C -3.11727 -2.23429 -1.42631
N -1.82578 -1.95240 -1.28480
H 4.74182 0.59723 -3.07596
H 5.04217 3.06138 1.01854
H 3.88169 4.34115 2.86651
H 1.53664 3.71252 3.44417
H 0.50432 1.76192 2.29386
H 0.86374 -2.35179 -3.95621
H -0.59152 -4.98785 -2.00194
H -3.03255 -5.48922 -2.29657
H -4.66969 -3.63743 -1.90111
H -3.81084 -1.41549 -1.25262
S 0.25625 -2.21743 1.59620
C 1.19229 -1.13326 2.57836
C 0.46663 -0.31660 3.50533
N -0.18366 0.32653 4.20404
C 2.62760 -1.13247 2.49880
S 3.39017 -2.07318 1.27614
C 3.37367 -0.20238 3.28755
N 3.97118 0.54800 3.92184
C -3.50096 1.62731 -0.47691
C -2.00716 1.24236 -0.33689
N -1.67569 1.01732 1.06537
C -1.90642 2.22796 1.84542
C -3.39263 2.65129 1.76915
N -4.09341 1.63786 0.90780
C -3.98135 0.27395 1.53748
C -2.47559 -0.07955 1.60121
H -4.07764 0.91027 -1.05884
H -3.65590 2.62123 -0.89373
H -1.37849 2.04393 -0.72433
H -1.78615 0.33175 -0.89388
H -1.27726 3.02616 1.45095
H -1.61799 2.03985 2.87988
H -3.54274 3.62446 1.30480
H -3.89183 2.64178 2.73652
H -5.07658 1.89072 0.83916
H -4.55672 -0.41040 0.91578
H -4.45345 0.34246 2.51620
H -2.27173 -0.97077 1.01229
H -2.17055 -0.27148 2.62854

Forces on the atoms, in the same order (eV/Å):
0.903 -0.007 0.836
-0.015 -0.012 -0.003
0.073 0.066 0.038
-0.049 -0.039 -0.068
-0.016 0.010 -0.020
-0.338 -0.006 -0.075
-0.081 0.346 -0.033
0.037 -0.118 0.072
-0.083 0.001 -0.119
-0.101 0.016 -0.009
0.085 0.033 -0.002
-0.070 -0.041 -0.003
0.071 0.029 -0.012
-0.219 -0.037 0.017
0.125 -0.070 0.092
-0.100 0.109 -0.057
-0.061 -0.033 -0.028
0.001 0.005 0.011
0.648 -0.522 0.229
-0.364 0.231 -0.031
-0.004 -0.044 -0.098
0.027 0.002 0.062
-0.033 -0.011 0.048
0.034 -0.014 0.001
-0.023 0.008 -0.003
-0.014 -0.003 -0.005
0.007 -0.027 -0.062
0.000 0.006 0.031
0.005 0.008 0.007
-0.004 0.001 0.000
0.008 0.006 0.005
0.078 0.007 0.002
0.014 -0.021 0.012
0.003 0.006 -0.003
-0.004 0.000 0.003
0.002 0.001 0.002
0.006 -0.007 -0.009
-0.268 0.060 -0.217
-0.081 0.010 -0.157
0.012 0.019 -0.018
0.003 -0.019 0.024
-0.104 0.108 -0.147
-0.056 -0.213 -0.295
0.009 -0.007 -0.058
-0.010 0.027 0.004
-0.055 0.010 0.067
0.024 0.028 -0.046
0.079 0.056 0.109
-0.042 0.053 -0.027
-0.085 -0.040 -0.037
0.047 -0.015 -0.001
-0.045 0.095 -0.044
-0.062 -0.052 -0.034
0.025 0.004 -0.018
0.014 -0.004 -0.014
0.005 0.005 0.005
-0.003 0.009 0.001
0.001 -0.001 0.012
-0.026 -0.005 0.004
0.024 0.003 0.001
0.028 0.013 0.013
-0.004 -0.007 0.013
0.014 -0.017 0.007
0.019 -0.029 0.012
0.007 0.022 0.024
-0.021 0.010 -0.013

LUMO (alpha / beta): -3.90 / -3.90 eV
Kohn-Sham gap (alpha / beta): 6.100 / 6.098 eV
charge: +1

***

No. 3
ORCA calculation (ωB97M-V with the def2-TZVPD basis set) on a structure of composition C21H55InN6O3PS.

Positions of all 88 atoms, in Å:
C 1.91320 -2.46326 3.39162
C 2.11419 -1.07817 4.02301
C 2.07766 0.11394 3.04565
C 0.77844 0.92385 3.09310
In -0.92181 -0.26894 2.41645
C -2.72479 0.90750 2.00205
C -3.99389 0.20129 1.51165
C -4.38122 -1.06969 2.26938
C -3.66004 -2.33763 1.79207
N -4.56784 -3.24323 1.05484
N -1.41530 -1.66511 4.09904
C -1.68493 -1.11086 5.11316
S -2.03799 -0.36092 6.49497
P -0.00630 -1.54323 0.38356
N 1.22649 -0.80212 -0.34530
H 2.28947 -2.52236 2.36932
H 0.86728 -2.77387 3.39584
H 2.45081 -3.21733 3.97306
H 3.08633 -1.06531 4.52331
H 1.34753 -0.93177 4.78934
H 2.22326 -0.23229 2.01815
H 2.93602 0.75995 3.28098
H 0.85755 1.76731 2.40341
H 0.59533 1.27782 4.11092
H -2.94969 1.43509 2.93287
H -2.42454 1.63646 1.24734
H -3.91671 -0.02158 0.44094
H -4.83309 0.90354 1.59864
H -5.44682 -1.25852 2.12020
H -4.24144 -0.92033 3.34294
H -2.80496 -2.05369 1.16635
H -3.26156 -2.88573 2.64275
H -4.49350 -3.08058 0.05769
H -4.27824 -4.20211 1.19813
H 0.34723 -2.85973 0.77200
H -1.05430 -1.71982 -0.56432
H 2.05791 -1.38542 -0.31703
C 4.85490 -0.76476 -1.12064
C 4.96635 -0.63199 0.39541
C 6.40425 -0.54856 0.91482
O 7.11419 -1.77537 0.92388
C 7.68652 -2.15259 -0.30836
N 4.19194 -1.70318 1.01860
H 5.08323 -1.78013 -1.44953
H 3.83455 -0.54197 -1.43162
H 5.53028 -0.07655 -1.63408
H 4.48494 0.31040 0.67792
H 6.37413 -0.22688 1.95871
H 6.97351 0.20431 0.35111
H 8.03610 -1.27753 -0.86732
H 6.98888 -2.71182 -0.93729
H 8.54105 -2.79294 -0.08803
H 4.14533 -1.54514 2.02117
H 4.70113 -2.57719 0.91288
C 0.60662 -3.00469 -5.43369
C 0.36766 -2.46933 -4.02478
C -1.10568 -2.20366 -3.70626
O -1.65275 -1.03826 -4.29770
C -2.11768 -1.18827 -5.61815
N 1.21320 -1.29972 -3.79168
H 0.53442 -2.20901 -6.17697
H 1.60962 -3.42509 -5.50573
H -0.11286 -3.78486 -5.69347
H 0.69367 -3.23717 -3.31501
H -1.18240 -2.04103 -2.63037
H -1.74340 -3.06635 -3.95037
H -2.55385 -2.18159 -5.77545
H -1.32778 -1.03234 -6.35937
H -2.89138 -0.43712 -5.77885
H 1.16523 -1.03173 -2.80538
H 0.81618 -0.51576 -4.30183
C -3.08934 6.93177 -1.19397
C -4.17117 5.96722 -0.72016
C -3.71856 5.03008 0.40570
O -2.88864 3.97204 -0.01007
C -1.51295 4.27152 -0.13850
N -4.70018 5.24111 -1.87728
H -2.35880 6.42674 -1.82657
H -3.53542 7.73125 -1.78535
H -2.56065 7.38044 -0.35090
H -4.99187 6.56464 -0.30807
H -4.60636 4.55179 0.82843
H -3.23575 5.59865 1.21321
H -1.19196 5.00171 0.61167
H -1.27404 4.64847 -1.13699
H -0.96387 3.34386 0.01872
H -5.49879 4.68419 -1.58960
H -4.00149 4.55915 -2.16092

Forces on the atoms, in the same order (eV/Å):
-0.012 -0.207 0.193
0.044 0.015 -0.240
0.030 0.119 0.013
0.127 -0.587 -0.029
-0.096 0.552 -0.096
-0.056 -0.604 -0.141
-0.137 0.252 0.141
-0.158 -0.047 -0.190
-0.109 -0.030 0.065
0.117 -0.035 -0.044
-0.141 0.412 0.406
0.190 -0.459 -0.553
-0.067 0.051 0.171
0.697 0.555 -0.061
-0.207 -0.126 -0.123
-0.053 0.102 0.004
-0.041 0.124 -0.087
-0.030 -0.050 0.017
-0.038 -0.060 0.126
0.138 0.018 0.114
0.082 -0.027 0.040
-0.019 0.066 -0.035
-0.094 0.137 0.125
-0.037 0.192 -0.065
0.076 0.096 -0.018
0.008 0.207 0.143
0.065 -0.088 0.010
-0.028 0.015 -0.083
-0.036 -0.022 0.058
0.123 0.037 -0.001
0.062 -0.025 0.061
0.040 -0.002 0.031
-0.083 0.065 0.004
0.022 -0.013 -0.027
-0.435 -0.226 -0.209
-0.148 -0.476 0.180
0.037 0.092 0.074
-0.046 0.040 -0.010
-0.100 -0.045 -0.197
-0.026 0.083 0.095
0.017 -0.023 -0.030
0.029 -0.018 0.026
0.337 -0.093 0.129
0.014 0.006 0.004
0.001 -0.020 -0.010
0.007 -0.004 0.002
0.019 0.013 0.012
0.013 -0.044 0.016
-0.029 -0.003 -0.022
0.002 -0.008 -0.015
-0.007 0.037 -0.016
0.002 -0.003 0.000
-0.135 0.030 -0.035
0.011 0.012 -0.052
0.031 -0.030 -0.004
0.099 0.117 -0.071
-0.129 -0.022 0.265
0.031 0.025 -0.116
-0.017 0.030 0.027
-0.103 0.024 0.080
-0.023 0.007 0.012
0.019 0.036 -0.006
-0.007 0.003 -0.002
-0.077 -0.036 0.010
-0.009 0.059 -0.009
0.114 -0.057 -0.072
-0.003 0.000 -0.018
0.004 -0.042 -0.002
-0.001 0.003 -0.007
0.092 -0.060 0.064
0.020 -0.003 -0.017
-0.008 0.046 0.000
0.050 0.012 -0.078
-0.074 -0.010 0.110
0.026 0.007 -0.088
-0.006 -0.114 -0.001
-0.030 -0.048 0.060
0.005 -0.015 0.026
-0.003 -0.020 -0.030
0.006 -0.007 0.001
0.006 -0.009 0.032
0.017 -0.029 -0.003
0.006 0.029 -0.033
-0.006 0.015 -0.009
0.044 0.054 0.039
0.004 -0.003 0.003
-0.027 0.031 -0.010
0.008 0.023 -0.027

LUMO: 2.53 eV
Kohn-Sham gap: 6.991 eV
charge: -1